1.
Entry from OMol25: a 10-piece molecular cluster, C24H54Cl12N6O6 overall (wB97M-V/def2-TZVPD).

```
102
Properties=species:S:1:pos:R:3:mulliken_charge:R:1
C -1.63114 4.58382 -5.21706 -0.2347
Cl -1.17114 4.01332 -3.51875 -0.0177
Cl -3.24074 5.36839 -5.17961 -0.0631
Cl -1.61884 3.19694 -6.33531 -0.0887
H -0.86274 5.31139 -5.47843 0.4088
C 4.91004 4.26339 0.34394 -0.2321
Cl 3.68447 3.76980 -0.96139 -0.0452
Cl 5.08633 2.85835 1.42144 -0.0395
Cl 4.23620 5.70234 1.21273 -0.0949
H 5.84599 4.58044 -0.11604 0.4539
C -3.97492 2.03880 -2.52850 0.8618
Cl -4.05523 2.13802 -4.29811 -0.0977
Cl -5.23520 0.96840 -1.79600 -0.1621
Cl -3.73115 3.58071 -1.58344 -0.1346
H -3.02956 1.53899 -2.31739 -0.5054
C 6.11974 -1.72009 -0.18302 0.0777
Cl 4.36905 -1.57746 -0.19992 -0.0722
Cl 6.47537 -2.93180 1.08302 -0.1238
Cl 6.82679 -0.06710 0.03264 -0.1243
H 6.50174 -2.11032 -1.12636 0.2403
C -5.05079 -4.67047 4.14990 -1.4948
C -3.96266 -4.62469 3.18189 0.4562
C -4.06304 -3.49038 2.17176 -0.7452
O -3.01456 -3.60546 1.22081 -0.3059
C -3.04808 -2.56307 0.31084 -0.6271
N -2.69598 -4.62887 3.91163 -0.7497
H -5.12695 -3.80388 4.80664 0.2949
H -5.06490 -5.61716 4.68999 0.3624
H -5.96772 -4.72628 3.56319 0.3918
H -3.97741 -5.55307 2.61094 0.3463
H -3.99326 -2.54823 2.71544 0.2487
H -4.97774 -3.46305 1.57957 0.4391
H -2.25908 -2.71373 -0.42596 0.2297
H -2.65553 -1.71379 0.87006 0.2093
H -3.88332 -2.31370 -0.34359 0.3129
H -1.99625 -4.97178 3.26907 0.3251
H -2.46881 -3.64598 3.96088 0.2695
C -3.52370 1.79319 1.44041 -0.8468
C -3.97941 2.59017 2.60104 0.5314
C -5.16782 1.96294 3.26995 -0.5773
O -5.19943 2.42109 4.61145 -0.4225
C -5.66242 3.74981 4.90190 -0.6686
N -2.85213 2.73050 3.47861 -0.4885
H -2.58859 2.10610 0.97591 0.0249
H -4.27168 1.78253 0.64763 0.0824
H -3.24455 0.77081 1.69524 0.1243
H -4.28845 3.54979 2.18665 0.0838
H -5.12843 0.87376 3.25486 0.3114
H -6.10497 2.15723 2.74831 0.4056
H -6.72969 3.87266 4.71764 0.2884
H -5.05576 4.47263 4.35638 0.3106
H -5.46938 3.96483 5.95291 0.2325
H -3.27219 3.28148 4.21350 0.3378
H -2.65039 1.85400 3.93811 0.2838
C 1.17140 -4.65772 -2.36358 0.0360
O 1.09778 -3.46170 -2.12599 -0.6383
N 0.96340 -5.34559 -3.55128 0.1040
C 1.10378 -6.78319 -3.61761 -1.0079
C 0.69544 -4.63929 -4.82726 -0.9287
H 1.31659 -5.34838 -1.51853 0.4020
H 0.10722 -7.21272 -3.51525 0.3150
H 1.90062 -7.18893 -2.99430 0.4030
H 1.40640 -7.00221 -4.64159 0.3255
H 0.58806 -3.56209 -4.70005 0.2573
H 1.52936 -4.73373 -5.52280 0.3299
H -0.25528 -5.01611 -5.20440 0.3707
C -0.35561 -0.05354 -1.08171 -0.0547
O -1.52754 0.17685 -0.72869 -0.3890
N 0.57947 0.90159 -1.12012 0.2829
C 0.27242 2.22762 -0.72207 -0.1774
C 2.03289 0.62985 -1.16608 -0.0189
H 0.09166 -0.98079 -1.47204 0.4599
H -0.79976 2.42373 -0.71313 -0.0807
H 0.69551 2.87834 -1.48736 0.2815
H 0.75725 2.45860 0.22646 -0.2259
H 2.52871 0.94581 -0.24824 0.2082
H 2.11583 -0.44985 -1.29048 0.0305
H 2.52280 1.20287 -1.95332 -0.1594
C 3.03531 1.07908 3.83719 0.3095
O 2.82313 -0.15926 3.95661 -0.2025
N 2.15675 1.88082 3.30457 0.3277
C 2.41975 3.27918 3.00964 -0.8666
C 0.80502 1.39920 2.90909 -1.3295
H 3.94504 1.54550 4.24589 0.4410
H 1.56459 3.87396 3.33066 0.3776
H 2.61072 3.47819 1.95512 0.1142
H 3.18371 3.73889 3.63664 0.4199
H 0.81347 0.94049 1.92035 0.4040
H 0.47956 0.67938 3.66011 0.4426
H 0.02456 2.15932 2.87450 0.4541
C 4.79015 -0.88355 -3.48878 0.0797
O 5.11320 -2.01284 -3.63424 -0.5560
N 5.69187 0.11325 -3.49548 0.2356
C 5.21108 1.51553 -3.37565 -1.0273
C 7.11688 -0.02109 -3.72161 -1.0063
H 3.77664 -0.47729 -3.63006 0.3295
H 5.63095 2.17396 -4.13609 0.3641
H 5.46638 1.89646 -2.38681 0.2625
H 4.14233 1.59174 -3.57585 0.3035
H 7.71541 0.60182 -3.05688 0.3501
H 7.46474 -1.04923 -3.62159 0.3003
H 7.37031 0.46081 -4.66588 0.3639
```

Properties
- E_HOMO (spin up / spin down): -0.40106 / -0.40106 Ha
- Charge: +1
- Multiplicity: 2
- Kohn-Sham gap (spin up / spin down): 7.213 / 2.456 eV

***

2.
Entry from OMol25: C37H46CrIN7OPS4 as an isolated structure (wB97M-V/def2-TZVPD).

```
98
Properties=species:S:1:pos:R:3:mulliken_charge:R:1
Cr -1.89621 0.09254 -1.20503 -0.9658
C -4.52702 4.41870 0.50792 -0.8055
S -2.97545 4.65439 -0.37442 -0.0585
C -2.42150 3.02409 -0.66472 0.6899
S -3.13988 1.66639 0.11011 -0.4930
N -1.39586 3.02218 -1.48237 -1.7642
N -0.94679 1.76074 -1.74664 2.3086
C 0.05818 1.62170 -2.53827 -0.8767
C 0.46330 0.24440 -2.83563 0.6443
C 1.58886 -0.05430 -3.58579 -1.3383
C 1.92902 -1.38703 -3.76524 -1.1449
C 1.13346 -2.36913 -3.20245 -1.0875
C -0.00607 -1.99022 -2.50803 -0.9203
N -0.33463 -0.71642 -2.31825 1.9400
H -4.77953 5.39453 0.91793 0.3897
H -4.41345 3.70358 1.31778 0.2610
H -5.30826 4.09111 -0.17300 0.2863
H 0.55045 2.48774 -2.96883 0.4403
H 2.17102 0.74557 -4.02019 0.7019
H 2.79868 -1.65298 -4.35133 0.5050
H 1.35680 -3.41756 -3.33060 0.6165
H -0.68672 -2.72658 -2.10291 0.4400
S -2.28479 -1.96081 -4.89356 -0.4486
C -1.83804 -0.30439 -5.10656 -0.2366
C -0.87340 0.02634 -6.07687 -0.3087
C -0.47699 1.32685 -6.31398 0.3608
C 0.59840 1.56599 -7.24130 -0.4098
N 1.48509 1.74103 -7.94915 -0.5633
C -1.07730 2.39014 -5.62235 0.5645
C -2.03678 2.09265 -4.66202 -1.1102
C -2.37083 0.78264 -4.35414 0.9637
S -3.42249 0.43794 -2.98641 -0.2764
C -0.67584 3.74909 -5.83624 0.0454
N -0.36378 4.84443 -5.98435 -0.5829
H -0.41597 -0.77674 -6.63933 0.5839
H -2.49567 2.90038 -4.10713 0.5687
O -0.82327 -0.35822 0.46926 -0.1699
P 0.43623 -0.56306 1.29331 -0.3873
C 1.68408 0.63379 0.75572 1.1686
C 3.12092 0.54008 1.33951 -0.6023
C 3.57133 1.85123 1.98223 -0.9626
C 3.47195 3.02317 1.00477 -0.9912
C 2.11563 3.04153 0.26583 -0.7590
C 1.12672 2.06167 0.88621 -0.4139
C -0.02924 -0.39700 3.04606 0.6197
C -1.14278 0.67269 3.25882 0.1618
C -0.70257 1.80731 4.17885 -0.7056
C -0.23631 1.30010 5.54785 -0.7816
C 0.53831 -0.02395 5.43665 -1.0356
C 1.12402 -0.20548 4.03841 0.2218
C 0.98563 -2.26472 0.86670 2.1265
C 2.47189 -2.64367 0.82995 -1.1847
C 3.03115 -3.08374 2.17772 -0.4060
C 2.20488 -4.23550 2.74009 -1.1563
C 0.74523 -3.82180 2.90035 -0.2479
C 0.14816 -3.34871 1.57436 -1.0115
H 1.72034 0.40707 -0.32158 0.2743
H 3.81173 0.31010 0.52438 0.4663
H 3.21380 -0.27090 2.06224 -0.0253
H 4.59808 1.74064 2.33464 0.6103
H 2.96525 2.06417 2.86585 0.1599
H 4.28752 2.95977 0.28142 0.3961
H 3.61501 3.95599 1.55181 0.3507
H 2.25855 2.75952 -0.78131 0.0889
H 1.68953 4.04432 0.26118 0.6270
H 0.15675 2.14130 0.40066 -0.3525
H 0.96657 2.30846 1.93654 -0.0898
H -0.47486 -1.37561 3.24926 0.9330
H -2.00474 0.17898 3.71434 0.6110
H -1.49380 1.06503 2.30525 -0.9384
H -1.53496 2.50140 4.30295 0.6980
H 0.09832 2.38243 3.70964 -0.0061
H -1.09755 1.16382 6.20392 0.3544
H 0.39328 2.05955 6.01454 0.3651
H -0.12985 -0.86686 5.63486 0.3502
H 1.32754 -0.06814 6.18765 0.4719
H 1.79660 -1.06374 4.02372 -0.0873
H 1.71805 0.67001 3.77146 -0.2808
H 0.64562 -2.23242 -0.17486 -1.3397
H 3.06561 -1.84078 0.39389 0.4335
H 2.55685 -3.49271 0.14330 0.5325
H 3.01531 -2.25138 2.88650 -0.0171
H 4.07537 -3.37985 2.06315 0.3986
H 2.61044 -4.56491 3.69811 0.5077
H 2.26564 -5.08651 2.05445 0.3811
H 0.68466 -3.03283 3.65430 -0.1215
H 0.15490 -4.66014 3.27486 0.5124
H -0.87794 -2.99927 1.71362 0.2450
H 0.08474 -4.20912 0.90152 0.6827
I -4.93035 -4.83312 1.09882 0.0865
C -4.02563 -3.49219 -0.16624 -0.9836
C -3.97287 -3.53615 -1.55026 -0.1384
N -3.27704 -2.47794 -1.95639 0.2054
N -2.87384 -1.73325 -0.91406 1.0304
C -3.32137 -2.34350 0.18145 -0.7503
H -4.37967 -4.24206 -2.25210 0.4966
H -3.08774 -2.13596 -2.93794 -0.1770
H -3.10585 -1.93787 1.15514 0.6366
```

Properties
- E_HOMO (spin up / spin down): -0.25054 / -0.24941 Ha
- Charge: 0
- Energy above the lowest of the compared OMol25 structures with the same formula, charge and spin: 48.6 kJ/mol
- Multiplicity: 4
- Kohn-Sham gap (spin up / spin down): 5.648 / 5.451 eV

***

3.
Entry from OMol25: C5H10N4O in the gas phase (wB97M-V/def2-TZVPD).

```
20
Properties=species:S:1:pos:R:3:mulliken_charge:R:1
C -0.89604 -1.56223 1.08687 -1.5637
C -1.21566 -0.45170 0.07678 0.7429
C -1.44531 -1.10290 -1.29394 -1.4013
C -0.21210 0.68844 0.00806 0.2303
N -0.63058 1.84139 -0.48651 -0.6702
N 0.51604 2.56946 -0.61107 0.0330
C 1.62399 1.93081 -0.18817 0.4028
O 2.63066 2.47159 0.09640 -0.6167
N 1.18882 0.63959 0.13149 0.3400
N 1.92726 -0.41493 0.76066 -0.7069
H -0.70348 -1.15630 2.05161 0.4011
H -0.01072 -2.13108 0.81524 0.3098
H -1.79288 -2.19509 1.13403 0.4466
H -2.13886 0.01469 0.41043 0.2254
H -1.71256 -0.36301 -2.03185 0.4185
H -0.49634 -1.53496 -1.68696 0.3079
H -2.20055 -1.90421 -1.24743 0.3750
H 0.55072 3.58029 -0.62560 0.2491
H 2.49822 -0.01527 1.51175 0.2394
H 2.51938 -0.90457 0.08820 0.2370
```

Properties
- E_HOMO: -0.31722 Ha
- Charge: 0
- Energy above the lowest of the compared OMol25 structures with the same formula, charge and spin: 114.0 kJ/mol
- Kohn-Sham gap: 9.396 eV

***

4.
Entry from OMol25: a 3-piece molecular cluster, C4H14N2O2 overall (wB97M-V/def2-TZVPD).

```
22
Properties=species:S:1:pos:R:3:mulliken_charge:R:1
C 1.49784 -0.97689 -0.60903 -1.2085
N 2.35929 0.12804 -0.20357 -0.5741
C 0.07731 -0.79676 0.01751 1.3565
C -0.40113 -1.96409 0.89363 -1.7656
N -0.90456 -0.37666 -1.00620 -0.5420
C -1.97148 0.59748 -0.50858 -0.3805
O -1.81511 1.04634 0.77168 -0.8294
H 1.30616 -1.03832 -1.68864 0.4033
H 1.82787 -1.96351 -0.26983 0.4406
H 2.65622 0.16087 0.75265 0.2788
H 1.75127 0.89761 -0.46063 0.2270
H 0.09701 0.02178 0.74603 -0.1072
H -1.12396 -1.60922 1.62978 0.3557
H 0.47730 -2.44669 1.30861 0.3943
H -0.88240 -2.72949 0.26718 0.3979
H -0.25976 0.21968 -1.55445 0.0638
H -1.91264 1.46777 -1.17969 0.2819
H -2.91891 0.03435 -0.57646 0.2609
H 0.66065 1.50283 -1.74300 0.0735
H -0.68533 1.93269 1.03100 0.3959
H -0.02535 3.39938 1.05564 0.2390
O 0.18970 2.49280 1.32637 -0.7617
```

Properties
- E_HOMO (spin up / spin down): -0.13756 / -0.13694 Ha
- Charge: -1
- Energy above the lowest of the compared OMol25 structures with the same formula, charge and spin: 200.0 kJ/mol
- Multiplicity: 2
- Kohn-Sham gap (spin up / spin down): 7.854 / 5.947 eV